1.
C2H3FNaO2 | ωB97M-V/def2-TZVPD

The energy relative to the best compared isomer or geometry (same formula, charge and spin) comes out at 0.0 kJ/mol. The calculation puts the HOMO energy at -14.261 eV. The value obtained for the HOMO-LUMO gap is 9.367 eV. The calculation puts the LUMO energy at -4.89 eV. The largest force on an atom is 4.20 eV Å⁻¹. As for the charge: +1. As for the multiplicity: 1.

Element x y z (Å)
H (1.7931, -1.1585, 0.2652)
C (-0.1231, 0.8325, 0.2533)
C (-0.0634, -0.6663, 0.4610)
O (1.1556, -0.9774, 0.9648)
O (-0.2603, 1.1327, -0.9240)
H (0.4035, 1.4839, 0.9743)
F (-1.1058, -0.6744, 1.4566)
H (-0.4160, -1.3009, -0.3613)
Na (-1.3835, 1.3283, -3.0900)

Cartesian forces (eV/Å) of the 3 atoms listed first:
-0.06 -0.28 -0.05
2.54 -1.41 -3.04
-2.05 1.32 2.01


2.
C5H8O2 | ωB97M-V/def2-TZVPD

The energy relative to the best compared isomer or geometry (same formula, charge and spin) comes out at 420.6 kJ/mol. The calculation puts the HOMO energy (spin up / spin down) at -8.320 / -8.321 eV. The value obtained for the HOMO-LUMO gap (spin up / spin down) is 7.991 / 7.994 eV. The calculation puts the LUMO energy (spin up / spin down) at -0.33 / -0.33 eV. The largest force on an atom is 0.72 eV Å⁻¹. As for the charge: 0. As for the multiplicity: 1.

Element x y z (Å)
C (-1.5215, -0.4613, -0.2407)
C (-0.3224, 0.4412, -0.0052)
O (-0.6153, 1.7955, -0.1538)
C (0.5753, 0.1576, 1.2029)
C (1.6177, -0.5434, 0.3720)
C (1.0382, -0.3174, -0.9424)
O (1.0617, -0.8191, -2.0744)
H (-2.3725, -0.1458, 0.3811)
H (-1.8126, -0.4163, -1.3002)
H (-1.2807, -1.5081, -0.0205)
H (-1.2455, 1.8938, -0.8877)
H (0.8706, 1.0250, 1.8075)
H (0.0859, -0.5748, 1.8663)
H (1.5230, 0.7533, -0.7433)
H (2.3772, -1.2618, 0.7109)

Cartesian forces (eV/Å) of the 3 atoms listed first:
0.05 0.02 0.00
0.40 -0.36 -0.20
-0.16 -0.32 -0.39


3.
C38H54As2BF2NOPSSiY | ωB97M-V/def2-TZVPD

The energy relative to the best compared isomer or geometry (same formula, charge and spin) comes out at 197.8 kJ/mol. The calculation puts the HOMO energy at -7.172 eV. The value obtained for the HOMO-LUMO gap is 6.873 eV. The calculation puts the LUMO energy at -0.30 eV. The largest force on an atom is 4.03 eV Å⁻¹. As for the charge: 0. As for the multiplicity: 1.

Element x y z (Å)
Y (0.0900, 0.2728, 0.3775)
C (2.2618, -1.2066, -2.5533)
C (2.7324, 0.1875, -2.1245)
As (3.7292, 0.7748, -0.4942)
C (5.4729, -0.0599, -0.9085)
C (5.6536, -1.3798, -1.3140)
C (6.9232, -1.9044, -1.5034)
C (8.0417, -1.1081, -1.3038)
C (7.8789, 0.2172, -0.9314)
C (6.6057, 0.7326, -0.7350)
C (3.3709, -0.2213, 1.1730)
C (3.0703, 0.6378, 2.2394)
C (3.1103, 0.1963, 3.5520)
C (3.4523, -1.1177, 3.8263)
C (3.7510, -1.9817, 2.7833)
C (3.7113, -1.5382, 1.4700)
As (0.7329, -1.9985, -1.5757)
C (0.0934, -2.9872, -3.1494)
C (-0.6793, -2.2787, -4.0703)
C (-1.0874, -2.8748, -5.2529)
C (-0.7255, -4.1860, -5.5278)
C (0.0308, -4.8991, -4.6115)
C (0.4321, -4.3060, -3.4216)
C (1.5603, -3.4930, -0.6085)
C (2.6618, -4.2504, -0.9963)
C (3.1197, -5.2890, -0.1989)
C (2.4749, -5.5960, 0.9922)
C (1.3736, -4.8519, 1.3887)
C (0.9308, -3.8060, 0.5954)
H (3.0715, -1.9317, -2.6105)
H (1.8686, -1.0940, -3.5649)
H (1.8701, 0.8551, -2.1757)
H (3.4320, 0.5525, -2.8823)
H (4.8000, -2.0169, -1.4984)
H (7.0345, -2.9391, -1.8043)
H (9.0329, -1.5211, -1.4409)
H (8.7449, 0.8518, -0.7921)
H (6.4822, 1.7694, -0.4427)
H (2.8381, 1.6766, 2.0275)
H (2.8841, 0.8808, 4.3589)
H (3.4903, -1.4686, 4.8495)
H (4.0349, -3.0049, 2.9879)
H (4.0065, -2.2174, 0.6898)
H (-0.9336, -1.2471, -3.8632)
H (-1.6864, -2.3177, -5.9619)
H (-1.0319, -4.6515, -6.4560)
H (0.3131, -5.9233, -4.8190)
H (1.0050, -4.8819, -2.7080)
H (3.1648, -4.0441, -1.9352)
H (3.9834, -5.8628, -0.5125)
H (2.8264, -6.4151, 1.6069)
H (0.8694, -5.0713, 2.3217)
H (0.0818, -3.2083, 0.9136)
F (0.0800, 0.5465, 3.3351)
B (0.1777, -0.5368, 2.4923)
F (0.3698, -1.6497, 3.2340)
C (-2.5184, -3.9530, 2.2210)
C (-3.6388, -3.1972, 1.4968)
C (-4.9260, -3.2545, 2.3189)
P (-2.9963, -1.5236, 0.9221)
C (-3.5060, -0.2349, 2.1951)
C (-4.9545, 0.2428, 2.2298)
C (-3.0400, -0.6527, 3.5945)
C (-4.1173, -1.2261, -0.5584)
C (-3.4751, -1.9485, -1.7533)
C (-5.5891, -1.6288, -0.4848)
H (-2.8525, -4.9590, 2.4871)
H (-2.2220, -3.4429, 3.1395)
H (-1.6364, -4.0435, 1.5863)
H (-3.8188, -3.7141, 0.5472)
H (-4.7684, -2.8689, 3.3252)
H (-5.2444, -4.2956, 2.4174)
H (-5.7417, -2.7038, 1.8580)
H (-2.8968, 0.6202, 1.8797)
H (-5.6371, -0.5532, 2.5254)
H (-5.2668, 0.6446, 1.2661)
H (-5.0437, 1.0471, 2.9645)
H (-3.7270, -1.3698, 4.0426)
H (-2.9921, 0.2182, 4.2503)
H (-2.0508, -1.1059, 3.5746)
H (-4.0677, -0.1474, -0.7134)
H (-3.6551, -3.0244, -1.6825)
H (-2.3955, -1.8016, -1.7921)
H (-3.9055, -1.6041, -2.6970)
H (-5.7021, -2.7076, -0.3677)
H (-6.0738, -1.3505, -1.4244)
H (-6.1244, -1.1302, 0.3203)
C (1.2396, 3.6031, -1.5248)
Si (0.8439, 2.9991, 0.2629)
C (-0.7036, 4.0438, 0.7321)
C (2.2314, 3.8613, 1.2769)
H (1.1570, 4.6922, -1.5802)
H (0.5615, 3.1819, -2.2720)
H (2.2599, 3.3339, -1.8113)
H (-0.4909, 5.1110, 0.6245)
H (-1.0091, 3.8678, 1.7676)
H (-1.5567, 3.8006, 0.0951)
H (2.2088, 4.9367, 1.0796)
H (3.2176, 3.4866, 0.9957)
H (2.1041, 3.7285, 2.3552)
O (-1.9748, 1.1724, -0.4223)
S (-1.7719, 1.0269, -1.9248)
N (-0.4694, 0.4411, -2.2637)

Cartesian forces (eV/Å) of the 3 atoms listed first:
-0.97 0.89 -3.62
0.10 0.26 0.09
-0.30 -0.25 0.26


4.
C19H28F17IO5P | ωB97M-V/def2-TZVPD

The calculation puts the HOMO energy at -4.463 eV. The value obtained for the HOMO-LUMO gap is 6.538 eV. The calculation puts the LUMO energy at 2.08 eV. The largest force on an atom is 4.16 eV Å⁻¹. As for the charge: -1. As for the multiplicity: 1.

Element x y z (Å)
C (-6.3837, 2.7602, -2.6093)
C (-5.7357, 1.4295, -3.3193)
O (-4.6706, 0.7690, -2.5421)
C (-3.5157, 1.6520, -2.3175)
C (-3.2813, 2.1140, -0.7272)
O (-1.9319, 2.7624, -0.8164)
P (-0.8594, 1.7206, -1.7761)
C (0.4699, 2.3183, -0.5681)
C (1.4639, 1.2234, 0.0851)
C (3.0423, 1.6985, -0.1763)
I (1.2938, -0.8408, -0.5374)
C (-0.4681, 3.1001, -3.0959)
C (1.0251, 2.8607, -3.8106)
F (-1.4395, 3.0570, -4.2525)
O (-2.1801, 1.2352, -2.8611)
H (-6.4201, 2.7316, -1.4402)
H (-5.7841, 3.7424, -2.9272)
H (-7.4776, 2.9214, -3.0165)
H (-6.6233, 0.6360, -3.4058)
H (-5.4229, 1.6482, -4.4506)
H (-3.6035, 2.7302, -2.8227)
H (-4.1336, 2.7702, -0.2312)
H (-3.3664, 1.0869, -0.1713)
H (-0.0058, 0.9220, -2.6596)
H (-1.3690, 0.5903, -0.9867)
H (1.1484, 3.1777, -1.0443)
H (-0.0961, 2.8614, 0.3325)
H (1.3320, 1.2661, 1.2699)
H (3.1598, 2.8662, -0.2638)
H (3.6984, 1.3846, 0.7695)
H (3.5323, 1.1117, -1.0912)
H (-0.5830, 4.1860, -2.6458)
H (1.8589, 2.5945, -3.0311)
H (1.2412, 3.8737, -4.4030)
H (1.0017, 2.0178, -4.6265)
C (-4.7416, -2.3307, 2.6570)
C (-4.7887, -2.2260, 4.1887)
C (-5.0557, -0.8301, 4.7419)
F (-4.1562, 0.0843, 4.3273)
F (-4.9985, -0.8345, 6.1003)
F (-3.6447, -2.7546, 4.7009)
F (-5.7973, -3.0508, 4.6193)
O (-3.4471, -2.2501, 2.0467)
C (-2.9342, -0.9292, 1.8780)
C (-1.7411, -0.6191, 2.7923)
F (-2.0116, -0.8884, 4.0950)
F (-1.4051, 0.6962, 2.7295)
F (-3.9539, -0.0467, 2.0145)
F (-2.5435, -0.8434, 0.5762)
H (-5.0919, -3.3407, 2.4057)
H (-5.4627, -1.6627, 2.1703)
H (-6.0526, -0.4837, 4.4557)
H (-0.8668, -1.2149, 2.5033)
C (6.7439, -2.9912, 1.8890)
C (6.9064, -4.2303, 0.9959)
C (7.9868, -4.1283, -0.0757)
F (7.8098, -3.0825, -0.9076)
F (7.9934, -5.2414, -0.8563)
F (5.6979, -4.5452, 0.4567)
F (7.2250, -5.2819, 1.8180)
O (5.7398, -2.0453, 1.4993)
C (6.1261, -1.1360, 0.4695)
C (5.4031, -1.3825, -0.8616)
F (5.5072, -2.6734, -1.2687)
F (5.9309, -0.6188, -1.8540)
F (7.4766, -1.1582, 0.3549)
F (5.8154, 0.1066, 0.9322)
H (6.3999, -3.3574, 2.8655)
H (7.7020, -2.5020, 2.1029)
H (8.9771, -4.0397, 0.3795)
H (4.3358, -1.1463, -0.7719)

Cartesian forces (eV/Å) of the 3 atoms listed first:
0.21 0.95 -0.71
-1.19 -0.41 -0.26
0.43 2.09 -0.82